1.
The following is a quantum chemistry calculation of a structure of composition C29H48BrNOP2Zn, from the OMol25 dataset.

Last column: Mulliken charge in e.
CARTESIAN COORDINATES (ANGSTROEM)
N (-6.675, 4.975, -4.754)  -0.538
C (-6.460, 5.442, -3.518)  -0.288
C (-5.558, 4.837, -2.614)  -0.507
C (-4.779, 3.715, -3.058)  0.660
C (-5.006, 3.269, -4.398)  -0.468
C (-5.995, 3.906, -5.173)  -0.326
C (-3.769, 3.054, -2.187)  -0.027
Zn (-0.816, -0.107, 0.484)  0.653
P (4.660, -0.616, 0.508)  -0.231
C (-2.901, 2.066, -2.590)  -1.069
C (-1.690, 1.712, -1.895)  1.447
C (-0.467, 1.405, -2.564)  -0.875
C (0.767, 1.813, -1.984)  -0.429
C (0.723, 2.564, -0.786)  -0.402
C (-0.324, 2.085, 0.115)  -0.153
C (-1.629, 1.754, -0.487)  -1.328
Br (1.918, 3.970, -0.412)  -0.020
H (-3.666, 3.461, -1.162)  0.361
H (-3.003, 1.634, -3.586)  0.300
H (-5.418, 5.300, -1.618)  0.320
H (-4.464, 2.438, -4.858)  0.259
H (-7.016, 6.348, -3.237)  0.360
H (-6.209, 3.533, -6.179)  0.365
H (-0.524, 0.935, -3.542)  0.548
H (-2.551, 1.802, 0.096)  0.863
H (1.715, 1.651, -2.449)  0.541
H (-0.298, 2.527, 1.104)  0.834
P (-0.551, -2.444, 0.115)  0.896
C (5.071, 1.165, 0.580)  0.032
C (6.456, 1.520, -0.024)  -1.220
H (5.079, 1.435, 1.649)  0.368
H (4.251, 1.731, 0.124)  -0.082
H (6.640, 2.604, 0.041)  0.369
H (7.253, 1.031, 0.548)  0.354
H (6.555, 1.194, -1.070)  0.308
C (4.051, -1.151, -1.100)  0.929
C (5.037, -2.116, -1.754)  -1.453
H (3.926, -0.255, -1.707)  0.269
H (3.071, -1.615, -0.973)  -0.859
H (4.807, -2.290, -2.806)  0.423
H (6.061, -1.746, -1.719)  0.380
H (5.056, -3.073, -1.231)  0.373
C (3.454, -1.082, 1.784)  1.119
C (4.264, -1.774, 2.908)  -1.343
H (2.694, -1.766, 1.357)  -0.440
H (2.913, -0.185, 2.129)  -0.368
H (3.671, -2.526, 3.453)  0.365
H (5.129, -2.283, 2.457)  0.410
H (4.675, -1.022, 3.602)  0.354
C (-0.479, -3.786, 1.373)  -0.365
C (-1.523, -4.893, 1.305)  -1.296
H (-0.529, -3.263, 2.338)  0.008
H (0.525, -4.228, 1.303)  0.552
H (-2.478, -4.591, 1.736)  0.319
H (-1.698, -5.250, 0.288)  0.318
H (-1.180, -5.748, 1.892)  0.405
C (0.642, -2.957, -1.196)  0.178
C (0.259, -2.714, -2.660)  -1.206
H (0.893, -4.022, -1.039)  0.623
H (1.560, -2.390, -0.971)  -0.525
H (-0.765, -3.041, -2.890)  0.367
H (0.364, -1.657, -2.930)  0.214
H (0.953, -3.277, -3.299)  0.433
C (-2.273, -2.485, -0.498)  -0.874
C (-3.242, -1.972, 0.583)  -0.866
H (-2.528, -3.487, -0.868)  0.537
H (-2.291, -1.809, -1.364)  0.516
H (-4.167, -1.613, 0.111)  0.353
H (-3.466, -2.757, 1.324)  0.195
H (-2.844, -1.082, 1.112)  0.014
C (-0.181, 1.254, 5.079)  -0.661
C (-1.171, 0.089, 5.078)  -0.695
C (-0.922, -0.656, 3.774)  -0.092
O (-0.130, 0.158, 2.878)  -0.217
C (0.438, 1.266, 3.665)  -0.291
H (-0.688, 2.190, 5.276)  0.267
H (0.581, 1.143, 5.860)  0.321
H (-2.203, 0.448, 5.100)  0.264
H (-1.061, -0.547, 5.950)  0.350
H (-0.418, -1.613, 3.971)  0.167
H (-1.856, -0.897, 3.259)  0.157
H (0.213, 2.205, 3.125)  0.258
H (1.535, 1.161, 3.716)  0.237

Atoms 1-6, force components in eV/Å:
0.0195 -0.0377 0.3166
0.5394 -0.5173 0.0907
0.5712 -0.3364 -0.4358
-0.8061 0.1534 -0.6454
-0.5142 0.5212 0.5774
0.6921 -0.1498 0.6281

Maximum force in eV/A: 3.1
Frontier orbital gap in eV: 4.49
HOMO energy in eV: -11.6
Lowest unoccupied orbital energy in Ha: -0.25962
Energy above the lowest of the compared OMol25 structures with the same formula, charge and spin in eV: 0.0000
DFT total energy in Eh: -6299.176642
Net charge: +2

2.
The following is a quantum chemistry calculation of a structure of composition C29H48CeNOP3S, from the OMol25 dataset.

Last column: Mulliken charge in e.
CARTESIAN COORDINATES (ANGSTROEM)
Ce (-0.704, 0.056, -0.791)  0.162
P (1.432, 0.837, 0.829)  0.790
P (-1.214, 2.579, -1.759)  1.243
P (1.640, -0.348, -2.435)  1.003
H (-1.515, -4.436, -0.757)  0.328
C (-0.420, -4.443, -0.692)  -0.704
C (0.212, -4.079, 0.424)  -0.467
H (-0.349, -3.756, 1.325)  0.228
C (1.060, 1.273, 2.562)  -1.292
C (2.106, 2.446, 0.291)  -1.202
C (2.965, -0.114, 1.161)  -1.301
C (-2.639, 2.473, -2.889)  -1.574
C (-1.875, 3.696, -0.495)  -1.174
C (0.040, 3.407, -2.734)  -1.248
C (2.425, -1.934, -1.968)  -1.106
C (3.125, 0.705, -2.456)  -1.554
C (1.368, -0.586, -4.236)  -1.011
H (0.114, -4.645, -1.621)  0.429
H (1.302, -3.918, 0.432)  0.386
H (0.923, 0.380, 3.180)  0.334
H (0.168, 1.905, 2.630)  0.377
H (1.938, 1.830, 2.907)  0.741
H (1.315, 3.208, 0.278)  0.427
H (2.590, 2.406, -0.691)  0.229
H (2.848, 2.705, 1.059)  0.521
H (2.710, -1.136, 1.473)  0.314
H (3.463, 0.397, 1.994)  0.523
H (3.645, -0.162, 0.304)  0.441
H (-2.863, 3.500, -3.223)  0.544
H (-3.526, 2.069, -2.371)  0.452
H (-2.431, 1.858, -3.777)  0.420
H (-2.465, 4.465, -1.007)  0.498
H (-1.060, 4.119, 0.101)  0.390
H (-2.513, 3.131, 0.204)  0.311
H (-0.406, 4.260, -3.247)  0.519
H (0.467, 2.724, -3.474)  0.317
H (0.886, 3.734, -2.127)  0.340
H (2.855, -2.371, -2.873)  0.502
H (1.741, -2.654, -1.507)  -0.060
H (3.235, -1.746, -1.261)  0.446
H (3.777, 0.345, -3.266)  0.503
H (3.657, 0.658, -1.496)  0.489
H (2.842, 1.742, -2.673)  0.351
H (2.286, -1.007, -4.663)  0.546
H (1.081, 0.362, -4.718)  0.419
H (0.561, -1.313, -4.358)  0.195
C (-2.442, -1.630, -3.489)  0.808
C (-3.518, -1.148, -4.253)  -0.662
C (-3.586, -1.490, -5.617)  -0.623
C (-2.608, -2.337, -6.166)  -0.717
C (-1.644, -2.960, -5.335)  -0.441
C (-1.531, -2.585, -3.969)  -0.486
O (-2.233, -0.913, -2.263)  -0.125
H (-2.651, 0.015, -2.300)  -0.010
H (-4.276, -0.502, -3.781)  0.531
H (-4.420, -1.105, -6.221)  0.441
H (-2.596, -2.519, -7.247)  0.446
H (-0.971, -3.752, -5.725)  0.452
H (-0.714, -2.992, -3.311)  0.534
N (-1.921, -0.168, 1.033)  0.478
S (-2.952, -0.437, 2.329)  0.040
C (-2.043, -1.640, 3.247)  0.762
C (-2.854, -2.324, 4.159)  -0.453
C (-2.254, -3.151, 5.097)  -0.710
C (-0.859, -3.291, 5.107)  -0.719
C (-0.060, -2.588, 4.189)  -0.892
C (-0.657, -1.787, 3.208)  -0.202
C (-2.805, 0.960, 3.452)  0.732
C (-1.885, 1.029, 4.505)  -0.213
C (-1.905, 2.105, 5.398)  -0.768
C (-2.899, 3.078, 5.293)  -0.499
C (-3.843, 2.993, 4.266)  -0.766
C (-3.783, 1.960, 3.339)  -0.573
H (-1.542, 0.790, 1.187)  -0.259
H (-3.928, -2.154, 4.140)  0.495
H (-2.881, -3.676, 5.821)  0.467
H (-0.393, -3.981, 5.818)  0.443
H (1.030, -2.672, 4.235)  0.476
H (-0.081, -1.272, 2.439)  0.576
H (-1.192, 0.211, 4.691)  0.473
H (-1.170, 2.151, 6.206)  0.480
H (-2.924, 3.908, 6.000)  0.454
H (-4.655, 3.716, 4.217)  0.464
H (-4.536, 1.862, 2.565)  0.542

Atoms 1-6, force components in eV/Å:
-0.8788 -2.7376 0.5651
1.9030 0.5274 1.2418
-0.8861 0.9900 -0.4216
1.6183 -0.6490 -0.9495
0.4273 -0.4026 0.1321
-0.3931 0.7804 -0.2545

Maximum force in eV/A: 2.9
Frontier orbital gap (alpha / beta) in eV: 4.92 / 4.98
HOMO energy (alpha / beta) in eV: -19.1 / -19.1
Lowest unoccupied orbital energy (alpha / beta) in Ha: -0.51943 / -0.51741
DFT total energy in Eh: -3159.614126
Net charge: +4

3.
The following is a quantum chemistry calculation of a cluster of 5 separate species, C29H48FNO12S4 in total, from the OMol25 dataset.

Last column: Mulliken charge in e.
CARTESIAN COORDINATES (ANGSTROEM)
C (3.779, -0.621, 2.145)  -0.905
C (3.047, -0.722, 0.643)  0.120
C (4.290, -0.400, -0.430)  0.075
O (5.009, -1.608, -0.864)  -0.331
C (6.290, -1.073, -1.435)  0.485
O (6.514, -0.958, -2.762)  -0.589
N (7.476, -0.666, -0.536)  -0.115
C (8.213, -1.991, -0.303)  -0.401
C (7.847, -2.449, 1.233)  0.567
O (8.414, -1.751, 2.235)  -0.479
F (6.892, -3.568, 1.457)  -0.247
O (2.048, 0.328, 0.409)  -0.082
C (0.858, 0.195, 1.253)  -0.616
C (-0.440, -0.512, 0.537)  0.652
C (-1.291, 0.096, -0.725)  -0.086
C (-2.618, -0.769, -1.260)  -0.670
C (-3.118, -2.189, -0.567)  -0.069
C (-2.250, -2.814, 0.681)  -0.327
C (-0.952, -1.957, 1.196)  -0.426
H (3.025, -1.177, 2.885)  0.366
H (4.775, -1.233, 2.166)  0.221
H (3.876, 0.500, 2.466)  0.214
H (2.598, -1.795, 0.437)  0.211
H (3.943, 0.306, -1.316)  0.137
H (5.084, 0.249, 0.182)  -0.215
H (8.078, -0.024, -1.123)  0.262
H (7.819, -2.820, -1.059)  0.311
H (9.367, -1.884, -0.506)  0.360
H (0.513, 1.307, 1.519)  0.298
H (1.016, -0.342, 2.279)  0.261
H (-0.982, 1.122, -1.225)  0.158
H (-3.302, -0.373, -2.153)  0.252
H (-4.070, -2.796, -0.915)  0.257
H (-2.528, -3.836, 1.222)  0.252
H (-0.343, -2.394, 2.111)  0.142
C (8.304, 4.443, -0.040)  -0.552
C (7.175, 5.397, 0.346)  -0.645
C (5.866, 4.611, 0.277)  -0.607
S (6.290, 2.906, 0.601)  1.424
O (6.034, 2.132, -0.596)  -0.637
O (5.769, 2.523, 1.898)  -0.756
C (8.048, 3.163, 0.741)  -0.751
H (9.287, 4.864, 0.189)  0.377
H (8.264, 4.240, -1.117)  0.283
H (7.335, 5.756, 1.370)  0.308
H (7.144, 6.273, -0.309)  0.312
H (5.150, 4.956, 1.026)  0.377
H (5.419, 4.665, -0.720)  0.242
H (8.585, 2.301, 0.341)  0.266
H (8.283, 3.295, 1.801)  0.387
C (-7.270, -6.298, -2.520)  -0.579
C (-6.350, -7.080, -1.583)  -0.598
C (-5.481, -6.066, -0.842)  -0.695
S (-6.433, -4.556, -0.761)  1.294
O (-5.761, -3.545, -1.549)  -0.781
O (-6.845, -4.325, 0.609)  -0.707
C (-7.832, -5.156, -1.687)  -0.796
H (-8.065, -6.929, -2.927)  0.352
H (-6.689, -5.900, -3.360)  0.285
H (-6.956, -7.643, -0.863)  0.288
H (-5.735, -7.802, -2.129)  0.321
H (-5.245, -6.402, 0.171)  0.369
H (-4.557, -5.855, -1.388)  0.368
H (-8.253, -4.351, -2.291)  0.410
H (-8.576, -5.519, -0.972)  0.354
C (1.698, 5.145, -2.530)  -0.619
C (0.568, 6.099, -2.143)  -0.609
C (-0.740, 5.313, -2.212)  -0.745
S (-0.316, 3.608, -1.888)  1.332
O (-0.572, 2.834, -3.085)  -0.692
O (-0.837, 3.226, -0.591)  -0.689
C (1.442, 3.865, -1.748)  -0.548
H (2.681, 5.566, -2.301)  0.265
H (1.658, 4.942, -3.606)  0.350
H (0.729, 6.459, -1.120)  0.283
H (0.537, 6.976, -2.798)  0.334
H (-1.457, 5.658, -1.463)  0.349
H (-1.187, 5.368, -3.209)  0.356
H (1.979, 3.003, -2.148)  0.304
H (1.677, 3.997, -0.688)  0.368
C (-7.676, -1.591, 3.223)  -0.614
C (-6.633, -1.305, 2.144)  -0.076
C (-7.185, -0.189, 1.257)  -0.653
S (-8.280, 0.774, 2.289)  1.175
O (-9.630, 0.629, 1.789)  -0.668
O (-7.681, 2.070, 2.541)  -0.679
C (-8.108, -0.231, 3.751)  -0.728
H (-7.273, -2.222, 4.020)  0.382
H (-8.534, -2.111, 2.780)  0.264
H (-5.701, -0.973, 2.617)  0.280
H (-6.403, -2.199, 1.556)  -0.165
H (-6.387, 0.453, 0.876)  0.397
H (-7.770, -0.592, 0.426)  0.330
H (-9.052, -0.262, 4.297)  0.414
H (-7.327, 0.215, 4.374)  0.346

Atoms 1-6, force components in eV/Å:
-1.9719 -0.9420 -0.0706
1.9933 -0.2644 -0.3697
-0.3204 2.4523 1.6588
3.3574 2.4481 -1.3477
1.0701 0.7290 -6.2289
-2.1193 -0.9008 8.4865

Maximum force in eV/A: 9.9
Frontier orbital gap in eV: 7.81
HOMO energy in eV: -7.8
Lowest unoccupied orbital energy in Ha: -0.00136
Energy above the lowest of the compared OMol25 structures with the same formula, charge and spin in eV: 7.2923
SMILES: C[C@H](COC(=O)NCC(=O)F)OCc1ccccc1.O=S1(=O)CCCC1.O=S1(=O)CCCC1.O=S1(=O)CCCC1.O=S1(=O)CCCC1
DFT total energy in Eh: -3783.510598
Net charge: 0